Formula: C4H4LiO5Tl
Source: the OMol25 dataset
Level of theory: ωB97M-V with the def2-TZVPD basis set

Each line ends with the Löwdin charge.
CARTESIAN COORDINATES (ANGSTROEM)
O -3.163 -0.982 -0.084  0.1061
C -3.170 0.225 0.484  -0.5707
C -1.816 -1.213 -0.602  -0.1171
O -4.170 0.898 0.607  0.2346
O -1.942 0.678 0.673  0.0749
C -0.945 -0.363 0.283  -0.0326
Li 0.806 0.679 -0.390  0.7772
H -1.848 -0.922 -1.664  0.1507
H -1.581 -2.283 -0.538  0.1460
H -0.764 -0.890 1.237  0.1476
C 2.962 -1.289 0.010  -0.3678
O 2.581 -0.092 -0.263  -0.2582
O 4.146 -1.452 0.387  -0.0179
Tl 4.421 0.531 0.114  1.4987
H 2.109 -2.050 0.203  0.2287

Output
F_max in Eh/bohr: 0.180
HOMO level (spin up / spin down) in eV: -16.7 / -17.0
Net charge: +2
Kohn-Sham gap (spin up / spin down) in eV: 6.184 / 3.989
Energy above the lowest of the compared OMol25 structures with the same formula, charge and spin in kJ/mol: 86.8

=====

Formula: C4H4LiO5Tl
Source: the OMol25 dataset
Level of theory: ωB97M-V with the def2-TZVPD basis set

Each line ends with the Löwdin charge.
CARTESIAN COORDINATES (ANGSTROEM)
O 2.029 1.896 -1.264  0.1090
C 2.527 0.676 -1.066  -0.5630
C 0.616 1.855 -0.916  -0.0930
O 3.360 0.161 -1.773  0.2314
O 1.759 -0.009 -0.224  0.0555
C 0.537 0.761 0.115  -0.0432
Li -0.527 -1.273 -0.121  0.8081
H 0.070 1.672 -1.854  0.1558
H 0.303 2.830 -0.524  0.1541
H 0.788 1.107 1.131  0.1492
C -2.244 0.183 1.663  -0.3489
O -2.068 -0.903 0.966  -0.3026
O -3.013 0.074 2.656  -0.0390
Tl -3.424 -1.793 2.058  1.4768
H -1.207 1.000 1.391  0.2499

Output
F_max in Eh/bohr: 0.196
HOMO level (spin up / spin down) in eV: -17.2 / -17.3
Net charge: +2
Kohn-Sham gap (spin up / spin down) in eV: 6.652 / 4.489
Energy above the lowest of the compared OMol25 structures with the same formula, charge and spin in kJ/mol: 173.8

=====

Formula: C4H4MgO5
Source: the OMol25 dataset
Level of theory: ωB97M-V with the def2-TZVPD basis set

Each line ends with the natural charge from an NBO analysis.
CARTESIAN COORDINATES (ANGSTROEM)
O 1.207 -0.294 -1.562  -0.4941
C 2.255 0.066 -0.924  1.0449
O 1.555 0.428 0.428  -0.5919
H -2.017 1.354 1.045  0.2140
Mg 4.455 -0.314 1.088  0.9899
O 3.395 -0.267 -0.756  -0.7413
O -0.509 1.118 -0.355  -0.4517
C -1.823 0.779 0.133  -0.1026
C -1.717 -0.721 0.380  -0.1055
O -0.291 -0.942 0.377  -0.4505
C 0.316 0.107 -0.150  1.0181
H -2.549 1.043 -0.642  0.2280
H -2.168 -1.323 -0.417  0.2143
H -2.107 -1.033 1.353  0.2284

Output
F_max in Eh/bohr: 0.121
HOMO level (spin up / spin down) in eV: -11.8 / -15.1
⟨S²⟩: 0.75
Net charge: +1
Kohn-Sham gap (spin up / spin down) in eV: 8.052 / 10.068
Energy above the lowest of the compared OMol25 structures with the same formula, charge and spin in kJ/mol: 188.0
2S+1: 2

=====

Formula: C4H4N2
Source: the OMol25 dataset
Level of theory: ωB97M-V with the def2-TZVPD basis set

Each line ends with the natural charge from an NBO analysis.
CARTESIAN COORDINATES (ANGSTROEM)
C 0.163 1.417 0.274  -0.0372
C 1.023 0.503 -0.008  0.2571
C 3.016 -0.901 0.212  0.3683
C -1.230 -0.622 -0.209  -0.4631
N 2.103 -0.181 0.075  -0.5541
N -0.241 0.344 -0.719  -0.4119
H -0.153 2.288 0.780  0.2356
H -2.121 -0.640 -1.070  0.2094
H -0.775 -1.657 -0.082  0.1998
H -1.785 -0.551 0.747  0.1962

Output
F_max in Eh/bohr: 0.073
HOMO level in eV: -8.6
Kohn-Sham gap in eV: 8.818
Energy above the lowest of the compared OMol25 structures with the same formula, charge and spin in kJ/mol: 542.1

=====

Formula: C4H4N2
Source: the OMol25 dataset
Level of theory: ωB97M-V with the def2-TZVPD basis set

Each line ends with the natural charge from an NBO analysis.
CARTESIAN COORDINATES (ANGSTROEM)
C 0.279 1.498 -0.138  -0.0271
N -0.731 1.106 0.516  -0.3688
C -1.302 -0.134 0.167  -0.0167
C -0.656 -1.251 0.353  -0.3513
C -2.675 0.002 -0.027  0.2447
N -3.740 0.401 -0.202  -0.2609
H 0.833 2.427 0.087  0.1876
H 0.709 0.846 -0.865  0.1487
H 0.434 -1.106 0.524  0.2158
H -1.186 -2.199 0.210  0.2280

Output
SMILES: C=NC(=C)C#N
F_max in Eh/bohr: 0.044
HOMO level in eV: -10.1
Kohn-Sham gap in eV: 10.435
Energy above the lowest of the compared OMol25 structures with the same formula, charge and spin in kJ/mol: 187.2

=====

Formula: C4H4N2
Source: the OMol25 dataset
Level of theory: ωB97M-V with the def2-TZVPD basis set

Each line ends with the natural charge from an NBO analysis.
CARTESIAN COORDINATES (ANGSTROEM)
N -2.174 -1.949 0.422  -0.3299
C -1.373 -1.143 0.652  0.2590
C -0.308 -0.171 0.899  -0.3598
C -0.373 1.372 0.337  -0.1532
C 0.335 0.487 -0.252  0.1699
N 1.228 0.197 -1.261  -0.8261
H 0.374 -0.551 1.679  0.2256
H -0.563 2.447 0.219  0.2511
H 0.790 -0.497 -1.855  0.3848
H 2.065 -0.192 -0.840  0.3786

Output
SMILES: N#C[C@@H]1C=C1N
F_max in Eh/bohr: 0.025
HOMO level in eV: -10.0
Kohn-Sham gap in eV: 10.700
Energy above the lowest of the compared OMol25 structures with the same formula, charge and spin in kJ/mol: 306.8

=====

Formula: C4H4N2
Source: the OMol25 dataset
Level of theory: ωB97M-V with the def2-TZVPD basis set

Each line ends with the natural charge from an NBO analysis.
CARTESIAN COORDINATES (ANGSTROEM)
C 0.756 0.812 -0.072  -0.4096
C 1.821 -0.099 0.140  -0.1568
N 0.029 -2.431 0.108  0.0974
N -0.755 -1.610 0.149  0.0588
C -1.414 -0.462 0.095  -0.2436
C -0.623 0.727 0.079  -0.1772
H 1.246 1.785 -0.113  0.2317
H 2.633 0.122 -0.600  0.1339
H -2.494 -0.496 0.126  0.2431
H -1.200 1.651 0.087  0.2224

Output
F_max in Eh/bohr: 0.035
HOMO level (spin up / spin down) in eV: -8.1 / -7.3
Kohn-Sham gap (spin up / spin down) in eV: 7.509 / 7.053
Energy above the lowest of the compared OMol25 structures with the same formula, charge and spin in kJ/mol: 556.0

=====

Formula: C4H4N2
Source: the OMol25 dataset
Level of theory: ωB97M-V with the def2-TZVPD basis set

Each line ends with the natural charge from an NBO analysis.
CARTESIAN COORDINATES (ANGSTROEM)
C -1.405 -0.147 -0.183  -0.0575
C -0.598 1.053 -0.152  -0.3981
N 0.827 1.098 -0.128  -0.3782
C 1.399 -0.041 0.011  0.2278
N 0.781 -1.291 0.077  -0.3822
C -0.511 -1.316 -0.026  0.0130
H -0.982 1.057 0.924  0.3475
H -1.033 1.971 -0.554  0.2510
H 2.486 -0.075 0.068  0.1856
H -0.964 -2.309 -0.036  0.1910

Output
F_max in Eh/bohr: 0.008
HOMO level in eV: -8.9
Kohn-Sham gap in eV: 7.681
Energy above the lowest of the compared OMol25 structures with the same formula, charge and spin in kJ/mol: 410.8

=====

Formula: C4H4N2
Source: the OMol25 dataset
Level of theory: ωB97M-V with the def2-TZVPD basis set

Each line ends with the natural charge from an NBO analysis.
CARTESIAN COORDINATES (ANGSTROEM)
C -1.143 0.162 -0.131  -0.3119
C -0.261 1.160 0.274  0.0609
N 1.061 0.986 0.352  -0.4562
C 1.494 -0.166 -0.156  0.2534
N 0.750 -1.250 -0.328  -0.4490
C -0.557 -1.103 -0.137  0.0871
H -2.196 0.344 -0.334  0.2305
H -0.634 2.119 0.624  0.2028
H 2.554 -0.260 -0.377  0.1829
H -1.069 -1.993 0.214  0.1995

Output
SMILES: c1cncnc1
F_max in Eh/bohr: 0.020
HOMO level in eV: -9.8
Kohn-Sham gap in eV: 10.392
Energy above the lowest of the compared OMol25 structures with the same formula, charge and spin in kJ/mol: 48.9

=====

Formula: C4H4N2
Source: the OMol25 dataset
Level of theory: ωB97M-V with the def2-TZVPD basis set

Each line ends with the natural charge from an NBO analysis.
CARTESIAN COORDINATES (ANGSTROEM)
N 0.979 -0.836 -0.736  -0.7530
C 0.687 0.174 0.145  0.0611
C -0.371 1.101 -0.180  -0.0751
C -1.271 1.879 -0.350  -0.1371
C -0.387 -0.947 1.370  0.0888
N -1.112 -1.802 1.027  -0.4799
H 0.166 -1.442 -0.786  0.4139
H 1.814 -1.355 -0.491  0.3868
H 1.598 0.694 0.490  0.2479
H -2.103 2.533 -0.487  0.2466

Output
F_max in Eh/bohr: 0.034
HOMO level in eV: -10.3
Kohn-Sham gap in eV: 9.592
Energy above the lowest of the compared OMol25 structures with the same formula, charge and spin in kJ/mol: 417.3

=====

Formula: C4H4N2O
Source: the OMol25 dataset
Level of theory: ωB97M-V with the def2-TZVPD basis set

Each line ends with the natural charge from an NBO analysis.
CARTESIAN COORDINATES (ANGSTROEM)
N -1.988 -1.963 0.026  -0.3092
C -1.713 -0.838 -0.042  0.2437
C -1.382 0.535 0.010  -0.4332
C -0.145 1.071 0.001  0.0964
N 1.096 0.458 -0.047  -0.6226
C 1.414 -0.898 -0.054  0.5306
O 2.559 -1.275 0.041  -0.5480
H -2.222 1.230 0.020  0.2565
H -0.060 2.146 0.114  0.2170
H 1.907 1.077 0.041  0.4163
H 0.535 -1.542 -0.109  0.1526

Output
SMILES: N#C/C=C\NC=O
F_max in Eh/bohr: 0.029
HOMO level in eV: -9.6
Kohn-Sham gap in eV: 9.703
Energy above the lowest of the compared OMol25 structures with the same formula, charge and spin in kJ/mol: 75.2

=====

Formula: C4H4N2O
Source: the OMol25 dataset
Level of theory: ωB97M-V with the def2-TZVPD basis set

Each line ends with the natural charge from an NBO analysis.
CARTESIAN COORDINATES (ANGSTROEM)
O -0.460 2.424 1.059  -0.5550
C -0.158 1.410 0.467  0.5977
C -1.154 0.525 -0.164  -0.3398
C -0.818 -0.741 -0.443  0.0212
N 0.486 -1.159 -0.235  -0.5843
C 1.435 -0.216 0.079  0.2907
N 1.198 1.013 0.344  -0.4854
H -2.159 0.898 -0.320  0.2392
H -1.493 -1.467 -0.887  0.2167
H 0.661 -2.106 0.060  0.4130
H 2.463 -0.581 0.041  0.1860

Output
SMILES: O=c1cc[nH]cn1
F_max in Eh/bohr: 0.010
HOMO level in eV: -9.4
Kohn-Sham gap in eV: 9.876
Energy above the lowest of the compared OMol25 structures with the same formula, charge and spin in kJ/mol: 34.0